(1)
85
Properties=species:S:1:pos:R:3 method="wB97M-V/def2-TZVPD" max_force_ev_per_a=0.2 homo_lumo_gap_ev="6.886 / 7.342" multiplicity=1 de_lowest_ev=0.0000 total_energy_ha=-6305.15298
Bi -0.0413 0.4931 -0.6503
C 1.0153 1.8895 3.3768
C -0.4688 2.2855 3.4715
S -1.3816 1.5783 2.0734
C -2.9836 2.4284 2.0979
C -4.0735 1.4372 1.6596
S -3.5628 0.3565 0.2803
C -3.7160 -1.3027 1.0081
C -2.9005 -1.6012 2.2662
S -1.1404 -1.8821 1.9234
C -0.4780 -1.3571 3.5314
C 1.0030 -0.9908 3.4511
S 1.4541 0.4194 2.4082
H 1.4425 1.8008 4.3767
H 1.5650 2.6770 2.8580
H -0.5494 3.3737 3.4627
H -0.9072 1.9211 4.4017
H -2.9508 3.2941 1.4355
H -3.1979 2.7806 3.1089
H -4.9620 1.9892 1.3527
H -4.3591 0.7972 2.4938
H -3.4187 -1.9645 0.1898
H -4.7703 -1.4967 1.2103
H -3.3220 -2.4771 2.7612
H -2.9630 -0.7655 2.9658
H -0.6095 -2.1554 4.2645
H -1.0609 -0.4949 3.8591
H 1.5687 -1.8191 3.0176
H 1.3977 -0.8307 4.4568
C 2.6081 -5.9075 0.7005
O 3.0228 -5.6283 -0.6267
C 2.8108 -4.3797 -1.0965
C 3.2172 -4.1706 -2.4348
C 3.0162 -2.9456 -2.9958
C 2.3949 -1.8836 -2.2964
C 2.1170 -0.6453 -2.9596
C 2.7630 -0.3238 -4.2839
O 1.3173 0.2096 -2.5328
C 2.0353 -2.0776 -0.9252
O 1.5612 -1.1502 -0.1721
C 2.2491 -3.3662 -0.3613
H 2.8189 -6.9598 0.8665
H 1.5388 -5.7247 0.8300
H 3.1651 -5.3056 1.4223
H 3.6772 -4.9860 -2.9769
H 3.3245 -2.7894 -4.0229
H 3.8451 -0.4472 -4.2349
H 2.5128 0.6992 -4.5493
H 2.3846 -0.9911 -5.0622
H 1.9472 -3.4955 0.6687
F -1.8785 6.4600 -4.0051
C -2.0728 5.1612 -3.6876
C -3.1003 4.3317 -4.2906
F -4.1379 3.7306 -3.7279
C -1.7569 3.8573 -4.5233
F -1.1846 3.7754 -5.7392
C -1.1578 3.1685 -3.3106
Se -1.6282 1.3875 -2.8102
C -0.1091 4.0113 -2.7802
F 0.8816 4.6105 -3.4358
C -1.4292 4.5384 -2.5022
F -1.9603 4.6229 -1.2638
C 0.0707 -4.0256 -4.0932
N -0.5157 -3.5046 -2.8656
C -0.7647 -4.3873 -1.7352
C -0.8546 -2.2123 -2.7732
O -1.3760 -1.7008 -1.7859
H 0.1869 -5.1014 -3.9980
H 1.0567 -3.5935 -4.2723
H -0.5710 -3.8308 -4.9533
H -0.0242 -5.1857 -1.7329
H -1.7648 -4.8260 -1.7836
H -0.6780 -3.8160 -0.8139
H -0.5963 -1.6130 -3.6605
C 3.1078 4.3740 0.2409
C 3.6023 3.1056 -0.0373
C 2.7267 2.0615 -0.3106
C 1.3482 2.2628 -0.3072
C 0.8650 3.5373 -0.0118
C 1.7367 4.5890 0.2565
H 3.7892 5.1913 0.4448
H 4.6715 2.9284 -0.0388
H 3.1278 1.0714 -0.5085
H -0.2043 3.7183 0.0404
H 1.3425 5.5762 0.4713

---

(2)
43
Properties=species:S:1:pos:R:3 method="wB97M-V/def2-TZVPD" max_force_ev_per_a=5.4 homo_lumo_gap_ev="9.586 / 8.913" s2=2.003 multiplicity=3 total_energy_ha=-3887.36067
Ni -1.1878 0.8216 -0.7722
B 0.9589 1.6978 0.2098
F 1.2234 0.7512 1.1243
F 1.9327 2.5082 0.0094
F 0.7475 1.0496 -0.9386
F -0.3038 2.2540 0.3890
B -1.7724 1.9470 -3.8049
F -1.6697 0.9755 -4.8191
F -1.1988 1.4187 -2.7093
F -1.1204 3.1601 -4.1813
F -3.1534 2.0232 -3.6950
C -1.3082 -1.1704 3.4080
C -1.3592 -0.6296 2.0820
N -1.4050 -0.2026 1.0130
H -1.7381 -2.1701 3.4694
H -1.9721 -0.5424 4.0021
H -0.2769 -1.1916 3.7600
C -5.1555 2.5530 1.1176
C -4.0072 2.3967 0.2607
N -3.0605 2.2410 -0.4022
H -4.9199 1.9624 2.0029
H -6.0147 2.0189 0.7118
H -5.4695 3.5613 1.3872
C -0.8245 -3.8543 -1.6231
C -0.6301 -2.3662 -1.7525
N -0.4957 -1.2220 -1.7405
H 0.1059 -4.3524 -1.3506
H -1.2353 -4.3946 -2.4761
H -1.4786 -4.0155 -0.7662
C 3.6217 0.2893 -1.9816
C 3.5050 1.5388 -2.7885
N 3.4115 2.5305 -3.3701
H 4.6158 -0.1088 -2.1853
H 2.8541 -0.4124 -2.3079
H 3.4610 0.6065 -0.9512
Cl 2.5986 -3.4734 2.1057
C 2.4006 -1.7257 2.4894
C 3.8080 -1.0240 2.5961
Cl 4.7780 -1.1540 1.0522
H 1.9326 -1.7755 3.4726
H 1.8229 -1.2789 1.6802
H 4.4130 -1.2600 3.4716
H 3.5662 0.0189 2.8014

---

(3)
18
Properties=species:S:1:pos:R:3 method="wB97M-V/def2-TZVPD" max_force_ev_per_a=6.5 homo_lumo_gap_ev=6.354 multiplicity=1 de_lowest_ev=7.8261 total_energy_ha=-326.84374
O 1.6277 1.0571 -1.1759
C 0.4376 1.3405 -0.9032
N -0.6541 1.1141 0.4247
C -0.5767 0.1764 -0.5957
C 0.0463 -1.1656 -0.3679
C 0.9514 -1.1309 0.9248
C 0.8561 -1.6028 -1.7294
H -0.1148 2.0759 -1.5079
H -3.7932 4.1352 4.0640
H -1.5208 0.1738 -1.1680
H -3.3107 4.0323 4.6199
H -0.6487 -1.9585 -0.0167
H 1.3271 -2.1238 1.2016
H 1.8460 -0.5782 0.6022
H 0.5364 -0.4732 1.6430
H 0.7363 -0.8097 -2.4403
H 0.3475 -2.5335 -2.0718
H 1.9067 -1.7288 -1.5034

---

(4)
21
Properties=species:S:1:pos:R:3 method="wB97M-V/def2-TZVPD" max_force_ev_per_a=0.7 homo_lumo_gap_ev=9.480 smiles="C/C=C/OCCC.[H][H]" multiplicity=1 de_lowest_ev=2.4819 total_energy_ha=-312.16383
C -3.7433 0.1363 0.5633
C -2.3966 -0.5255 0.4349
C -1.2464 0.1387 0.3859
O -0.0383 -0.4933 0.4552
C 1.1140 0.2151 0.0076
C 2.3120 -0.7215 0.0941
C 3.6393 -0.0274 -0.2087
H -3.6873 1.2085 0.3449
H -4.5005 -0.2999 -0.0997
H -4.1304 0.0338 1.5870
H -2.3528 -1.6113 0.4813
H -1.5451 0.5247 -1.6360
H -1.2077 1.2272 0.2790
H -0.9145 0.7860 -1.9139
H 1.2711 1.1111 0.6273
H 0.9853 0.5263 -1.0340
H 2.1577 -1.5398 -0.6143
H 2.3317 -1.1440 1.1008
H 3.8315 0.7608 0.5239
H 3.6392 0.4238 -1.2057
H 4.4812 -0.7299 -0.1730

---

(5)
75
Properties=species:S:1:pos:R:3 method="wB97M-V/def2-TZVPD" max_force_ev_per_a=10.1 homo_lumo_gap_ev=7.403 multiplicity=1 de_lowest_ev=16.8413 total_energy_ha=-1516.63634 charge=+1
C -1.7419 -1.4952 2.3784
C -1.4920 -0.7864 1.1761
C -0.9544 -0.0254 -0.1818
N 0.5714 0.1517 -0.2170
C 1.3833 -1.1471 -0.1583
C 3.0211 -1.1004 -0.2168
C 4.0300 -2.4068 -0.1400
O 5.1719 -1.9726 0.7306
N 5.3276 -2.8175 1.7647
O 6.4459 -2.6963 2.2567
C 3.7420 0.3766 -0.3266
C 2.7904 1.7103 -0.3848
N 3.5266 3.0586 -0.5206
C 3.6092 3.2504 -2.0419
C 4.9662 2.6229 -2.7166
C 1.1609 1.5444 -0.3051
H -1.6871 -2.1747 3.3579
H -1.5359 0.9773 -0.4127
H -1.1968 -0.7549 -1.0898
H 0.8277 -2.1746 -0.0875
H 3.5213 -3.3877 0.2458
H 4.5202 -2.5467 -1.2193
H 4.9117 0.4273 -0.3768
H 2.8545 3.7574 -0.1235
H 3.6047 4.4010 -2.2599
H 2.6855 2.6724 -2.4835
H 4.7254 2.3316 -3.8437
H 5.3699 1.6480 -2.2091
H 5.8586 3.3819 -2.7638
H 0.4584 2.5084 -0.3162
C 1.6115 -0.0951 3.6947
C 1.2521 1.3479 3.9823
O -0.0523 1.6290 3.4967
H 1.5704 -0.2948 2.6190
H 2.6164 -0.3267 4.0589
H 0.8980 -0.7745 4.1722
H 1.9544 2.0238 3.4853
H 1.2783 1.5522 5.0570
H -0.6694 1.0294 3.9503
C 1.6247 -5.1516 3.6482
C 1.9503 -3.6911 3.8832
O 0.9174 -3.0799 4.6422
H 0.6719 -5.2530 3.1183
H 2.4092 -5.6363 3.0603
H 1.5179 -5.6826 4.5997
H 2.0343 -3.1595 2.9306
H 2.8953 -3.5818 4.4240
H 0.8566 -3.5539 5.4893
C -1.5117 3.3735 -3.0681
C -0.8563 2.2834 -3.8906
O 0.2101 1.6979 -3.1583
H -0.7826 4.1458 -2.8023
H -2.3332 3.8382 -3.6205
H -1.9027 2.9681 -2.1292
H -0.4476 2.6966 -4.8175
H -1.5760 1.5007 -4.1494
H -0.1647 1.3266 -2.3412
C -5.0996 -2.8534 0.4644
C -4.7186 -2.8215 -1.0012
O -3.7114 -1.8447 -1.2194
H -5.4638 -1.8732 0.7888
H -5.8787 -3.5985 0.6487
H -4.2300 -3.0915 1.0856
H -5.5852 -2.5616 -1.6164
H -4.3413 -3.7946 -1.3299
H -2.9433 -2.0891 -0.6751
C -6.0797 3.3992 -2.5146
C -5.4244 2.3091 -3.3371
O -4.3580 1.7235 -2.6048
H -5.3506 4.1715 -2.2488
H -6.9012 3.8639 -3.0670
H -6.4708 2.9938 -1.5757
H -5.0156 2.7223 -4.2640
H -6.1440 1.5264 -3.5959
H -4.7328 1.3522 -1.7876

---

(6)
125
Properties=species:S:1:pos:R:3 method="wB97M-V/def2-TZVPD" max_force_ev_per_a=1.3 homo_lumo_gap_ev=5.018 multiplicity=1 de_lowest_ev=0.0000 total_energy_ha=-3983.35699
La 0.4645 -1.1731 -0.4863
C -1.7293 4.0269 1.7130
N -0.7842 3.2624 0.9050
C -0.9307 1.9761 0.4863
N 0.1469 1.5705 -0.1671
C 1.0050 2.6444 -0.2077
C 0.4420 3.7037 0.4623
C 1.0042 5.0364 0.7474
C 2.3038 5.1310 1.2410
C 2.8660 6.3759 1.4854
C 2.1369 7.5335 1.2459
C 0.8444 7.4465 0.7441
C 0.2827 6.2028 0.4902
C 2.2556 2.7417 -1.0053
C 3.3728 1.9200 -0.8028
C 4.5153 2.1548 -1.5606
C 4.5649 3.1792 -2.4983
C 3.4564 3.9872 -2.7035
C 2.3095 3.7634 -1.9565
P -2.5024 1.0813 0.7116
C -1.9366 -0.2329 1.8319
N -0.8035 -0.9189 1.7732
C -0.6659 -1.5675 2.9794
C -1.7283 -1.2433 3.7867
N -2.5215 -0.3956 3.0473
C -3.8248 0.1262 3.4558
C -2.0275 -1.6657 5.1667
C -2.3150 -0.7278 6.1578
C -2.5643 -1.1343 7.4608
C -2.5182 -2.4828 7.7872
C -2.2235 -3.4218 6.8070
C -1.9821 -3.0182 5.5028
C 0.4629 -2.4500 3.3591
C 1.3979 -1.9972 4.2837
C 2.4581 -2.8096 4.6598
C 2.5811 -4.0833 4.1195
C 1.6442 -4.5398 3.2029
C 0.5857 -3.7273 2.8213
C -2.6248 0.3175 -0.9335
N -1.6723 -0.2724 -1.6375
C -2.1416 -0.4034 -2.9214
C -3.4197 0.0982 -2.9829
N -3.7102 0.5533 -1.7188
C -4.9861 1.1207 -1.2883
C -4.3629 0.1476 -4.1146
C -4.9647 1.3427 -4.5051
C -5.8331 1.3714 -5.5875
C -6.0985 0.2068 -6.2948
C -5.4932 -0.9851 -5.9174
C -4.6313 -1.0168 -4.8319
C -1.3295 -0.9064 -4.0494
C -1.2292 -0.1466 -5.2160
C -0.4512 -0.5887 -6.2732
C 0.2414 -1.7915 -6.1733
C 0.1439 -2.5489 -5.0162
C -0.6486 -2.1145 -3.9611
H -2.2246 3.3715 2.4221
H -2.4828 4.5073 1.0919
H -1.1848 4.7894 2.2591
H 2.8796 4.2256 1.4074
H 3.8799 6.4386 1.8610
H 2.5789 8.5034 1.4400
H 0.2790 8.3467 0.5348
H -0.7132 6.1368 0.0647
H 2.4281 0.2759 0.1412
H 5.3805 1.5249 -1.3938
H 5.4712 3.3445 -3.0687
H 3.4824 4.7870 -3.4342
H 1.4363 4.3888 -2.1092
H -4.2289 -0.5169 4.2304
H -4.5035 0.1282 2.6090
H -3.7434 1.1392 3.8473
H -2.3166 0.3296 5.9154
H -2.7793 -0.3967 8.2243
H -2.7039 -2.8019 8.8053
H -2.1810 -4.4746 7.0580
H -1.7460 -3.7473 4.7373
H 1.3106 -0.9946 4.6885
H 3.1946 -2.4427 5.3640
H 3.4137 -4.7143 4.4087
H 1.7410 -5.5286 2.7691
H -0.1298 -4.0677 2.0819
H -5.7578 0.8073 -1.9832
H -4.9487 2.2086 -1.2682
H -5.2367 0.7577 -0.2971
H -4.7354 2.2600 -3.9730
H -6.2923 2.3054 -5.8857
H -6.7713 0.2288 -7.1430
H -5.6938 -1.8946 -6.4695
H -4.1522 -1.9429 -4.5359
H -1.7468 0.8041 -5.2843
H -0.3723 0.0114 -7.1712
H 0.8614 -2.1308 -6.9947
H 0.6891 -3.4799 -4.9194
H -0.7441 -2.7276 -3.0717
C 1.9507 -5.5133 -2.8154
C 1.2238 -4.4467 -2.0044
S 2.1261 -2.9213 -1.8404
C 0.0204 -4.6861 -1.4592
C -0.6832 -6.0139 -1.6273
S -0.9360 -3.5306 -0.4961
H 2.9093 -5.1328 -3.1595
H 1.3737 -5.8194 -3.6935
H 2.1416 -6.4108 -2.2218
H -0.0808 -6.7465 -2.1632
H -1.6228 -5.8755 -2.1703
H -0.9426 -6.4269 -0.6493
O 2.5335 -2.0148 1.1527
H 3.3606 -1.4829 1.1822
H 2.7462 -2.7530 0.5598
O 1.5458 0.0820 -2.6903
H 1.9866 -0.6781 -3.1045
H 2.2204 0.7661 -2.5632
N 7.8470 1.1903 3.4250
C 6.8831 1.0678 2.7935
C 5.7030 0.9187 2.0182
C 5.6420 0.0070 0.9350
C 4.5308 -0.1423 0.1601
C 3.3749 0.8246 0.2716
C 3.3473 1.4321 1.6637
C 4.4780 1.5353 2.4021
H 6.5007 -0.6349 0.7589
H 4.5040 -0.8854 -0.6330
H 2.4014 1.8223 2.0275
H 4.4463 2.0510 3.3585

---

(7)
18
Properties=species:S:1:pos:R:3 method="wB97M-V/def2-TZVPD" max_force_ev_per_a=3.2 homo_lumo_gap_ev="7.339 / 7.377" multiplicity=1 de_lowest_ev=10.1769 total_energy_ha=-452.08768
C 0.4509 -1.1481 -0.9666
C 1.9545 -0.1708 0.6275
C -0.5623 1.0930 0.9958
C -1.9004 0.1285 -0.6215
C 0.6250 -1.0354 0.4926
C -0.6163 1.0137 -0.4784
N -0.5128 -0.4141 0.9905
N 0.5386 0.5601 -1.0093
N 1.7195 0.8092 -0.4685
N -1.6609 -0.8422 0.4264
H 1.4459 -1.5070 -1.4951
H -0.4666 -1.4901 -1.4581
H 1.7978 0.4448 1.6212
H 2.9448 -0.7083 0.6751
H 0.2523 1.6317 1.4973
H -1.5473 1.3096 1.3699
H -2.8750 0.6620 -0.4627
H -1.9498 -0.2713 -1.5934

---

(8)
20
Properties=species:S:1:pos:R:3 method="wB97M-V/def2-TZVPD" max_force_ev_per_a=3.8 homo_lumo_gap_ev=12.287 smiles=CC[N@+]1(C)N[C@H]1C multiplicity=1 de_lowest_ev=4.2897 total_energy_ha=-307.46397 charge=+1
C 0.2553 -1.0616 0.9471
C -0.8501 -2.0478 1.1891
C 1.4774 2.0142 -0.4985
C -1.3514 -0.0641 -0.8405
C 1.0561 0.6566 -1.0456
N -0.0103 0.3357 1.1840
N -0.0274 0.0375 -0.1600
H 1.2888 -1.2892 0.9425
H -0.3571 -3.0110 1.2857
H -1.4845 -2.1400 0.3070
H -1.5471 -1.8731 2.0494
H 0.9969 2.1048 0.4303
H 2.6066 2.0440 -0.2637
H 1.2696 2.8767 -1.0682
H -2.0736 0.2068 -0.0276
H -1.4932 0.7094 -1.5199
H -1.4390 -1.0253 -1.3126
H 1.8515 -0.0727 -1.1813
H 0.7092 0.8645 -2.0655
H -0.8777 0.7347 1.6483

---

Question: What is the multiplicity in the fourth record?
Answer: 1